Record 1
ORCA calculation (wB97M-V/def2-TZVPD) on a cluster of 11 separate species, C22H66O11S7 in total in a non-equilibrium geometry.

As for the total energy: -122233.502 eV. As for the energy relative to the best compared isomer or geometry (same formula, charge and spin): 17.8 kcal/mol. For the orbital gap, the calculation gives 8.0 eV.

Last column: Mulliken charge in e.
Positions of all 106 atoms, in Å:
S (3.91651, 4.22640, 0.64597)  0.48
S (-1.03349, 1.57540, 3.21597)  0.73
S (-0.52449, 0.78640, -0.97703)  0.98
S (4.12651, 2.79440, -3.50103)  0.79
S (-0.15249, -4.63960, -3.24403)  0.77
S (-1.31249, -4.01160, 2.46697)  0.44
S (-0.56749, 4.79240, -0.08003)  0.57
O (-0.76949, 0.39340, -2.44703)  -0.98
O (-1.35049, 3.50240, 0.04797)  -0.53
O (-3.88849, -0.76860, 2.52897)  -0.28
O (0.95151, -1.49260, -3.90303)  -0.46
O (2.55151, -0.25460, 2.87697)  -0.54
O (4.14051, 3.26040, -0.54503)  -0.56
O (5.23551, 2.21640, -4.40603)  -0.73
O (-2.01449, -2.04860, -2.91603)  -0.01
O (-1.97849, -2.73860, 2.12997)  -0.45
O (0.37251, 1.26140, 2.63397)  -0.73
O (1.01051, -5.44460, -3.78403)  -0.70
C (3.31651, 0.18640, 4.02197)  -0.27
C (2.86951, -0.63060, 5.28097)  -0.94
C (-4.33349, -2.59560, -3.25203)  -1.48
C (0.27151, -4.28260, -1.49703)  -0.90
C (-0.65049, -3.49060, 4.06197)  -0.70
C (0.51551, 4.58740, -1.56803)  -1.06
C (-1.64249, 6.03740, -0.77803)  -1.24
C (-5.78649, -2.17960, 2.74697)  -1.09
C (-4.87649, -1.04560, 3.42997)  -0.60
C (2.64051, 2.37140, -4.41403)  -1.24
C (3.28751, 3.29240, 2.02797)  -0.60
C (0.51551, -1.34660, -5.21603)  -0.57
C (4.13351, 4.60140, -3.91303)  -1.16
C (-0.87749, 3.00140, 4.27697)  -1.03
C (-0.61949, -0.67860, -0.01403)  -0.42
C (1.55051, -1.95260, -6.23503)  -1.19
C (-3.32949, -1.61160, -2.58603)  -0.06
C (-1.45549, 0.39340, 4.34097)  -0.72
C (1.18651, 0.88440, -0.98003)  0.05
C (-1.54349, -5.72760, -2.84103)  -1.15
C (5.55151, 4.36840, 1.32997)  -1.20
C (-2.60449, -4.98760, 3.12397)  -1.09
H (-0.03149, -4.30260, 4.42097)  0.45
H (-6.43349, -2.46560, 3.56397)  0.37
H (0.29151, -1.15960, -3.43203)  0.08
H (-1.35249, -3.08160, 4.96597)  0.23
H (-3.45149, -1.63860, 2.28797)  0.27
H (-4.44549, -2.69160, -4.20203)  0.54
H (4.03651, 4.70940, -5.10903)  0.28
H (0.02051, 4.34240, -2.35403)  0.74
H (-2.02949, 5.59540, -1.59603)  0.39
H (5.53251, 5.02640, 2.10997)  0.51
H (-4.40049, -1.35560, 4.16897)  0.53
H (5.95751, 3.40440, 1.62297)  0.30
H (-0.07949, -2.64060, 4.03997)  0.02
H (-5.16049, -2.98560, 2.43797)  0.32
H (-0.30349, 2.92540, 5.28997)  0.29
H (-1.49949, -1.17960, -2.78403)  0.05
H (-1.01049, 0.33540, 5.26297)  0.51
H (-2.58549, 0.46240, 4.61697)  0.28
H (-5.23049, -2.24460, -3.01003)  0.52
H (-0.93949, -0.36760, 3.81097)  -0.09
H (-3.26049, -1.75660, -1.55503)  0.01
H (1.80551, -0.68860, 5.19597)  0.05
H (0.99651, 5.54840, -1.72903)  0.56
H (1.85651, 3.07440, -4.24003)  0.40
H (-1.41849, -6.48060, -2.26303)  0.62
H (1.18351, -3.55860, -1.38403)  0.27
H (2.96251, -1.69260, 4.79197)  0.26
H (2.70651, 2.43940, -5.50203)  0.47
H (2.46351, -1.17660, -6.41903)  0.18
H (6.34451, 4.97840, 0.80497)  0.37
H (1.56151, -0.16860, -1.05403)  0.42
H (1.48751, 0.17240, 3.12197)  0.39
H (2.33051, 2.80040, 1.62297)  -0.11
H (-0.29849, -0.27960, 0.78997)  -0.09
H (-0.29649, -1.65560, -0.31303)  0.14
H (-5.50549, -0.14460, 3.72497)  0.30
H (-1.66449, -6.19360, -4.05003)  0.20
H (3.48251, 5.23440, -3.52303)  0.40
H (-6.36149, -1.61260, 1.99697)  0.28
H (-3.85049, -3.61760, -2.86803)  0.00
H (3.04851, 1.14340, 4.22497)  0.26
H (-1.87349, 3.21840, 4.85197)  0.35
H (0.55651, -5.17460, -1.04703)  0.66
H (-2.42149, 6.26840, -0.02703)  0.32
H (2.49951, 1.36140, -4.42803)  0.32
H (-0.59849, -3.93160, -0.87203)  -0.03
H (3.24151, -0.33260, 6.23097)  0.41
H (-3.02049, -4.45060, 3.95997)  0.33
H (0.33951, -0.34560, -5.38903)  0.58
H (-2.44349, -5.22060, -2.51903)  0.23
H (3.80451, 2.44740, 2.44997)  0.29
H (-1.63849, -0.93260, 0.12097)  0.35
H (1.67351, 1.51540, -1.83803)  -0.41
H (-3.44649, -0.75860, -2.96203)  0.55
H (-0.44549, 3.83240, 3.70697)  0.32
H (1.14451, -1.88160, -7.19103)  0.46
H (-3.59149, -5.17360, 2.51697)  0.31
H (-0.36849, -1.70660, -5.21203)  0.59
H (3.10051, 4.02040, 2.82797)  0.46
H (-2.45649, -5.97760, 3.50497)  0.43
H (1.20751, 3.85040, -1.31803)  -0.20
H (4.28951, -0.25260, 3.79897)  0.37
H (1.53851, 1.10640, -0.06903)  0.07
H (5.04251, 4.88240, -3.62503)  0.43
H (1.84351, -2.95460, -5.89203)  0.28
H (-1.26849, 6.93240, -1.15803)  0.45


Record 2
ORCA calculation (wB97M-V/def2-TZVPD) on a cluster of 11 separate species, C22H66O22 in total in a non-equilibrium geometry.

As for the total energy: -68921.372 eV. As for the energy relative to the best compared isomer or geometry (same formula, charge and spin): 44.3 kcal/mol. As for the spin multiplicity: 2. For the orbital gap (alpha / beta), the calculation gives 1.9 / 9.0 eV. As for the net charge: -1.

Last column: Mulliken charge in e.
Positions of all 110 atoms, in Å:
O (-2.92773, 1.44908, -2.13064)  -0.23
O (0.60610, 2.26645, 4.09686)  -0.26
O (2.02859, -2.82477, -0.36184)  -0.29
O (0.00495, -2.57112, -6.96675)  -0.57
O (-5.58738, 0.42870, -4.37613)  -0.38
O (4.86289, -1.85102, 3.05133)  -0.54
O (-1.09481, 3.50213, 0.52268)  -0.30
O (-1.05788, -3.91529, 2.18277)  -0.64
O (-3.63182, -2.49006, 5.18242)  -0.54
O (4.82235, -1.51516, -1.12084)  -0.54
O (-2.45716, -3.11341, -1.01551)  -0.54
O (-0.98906, -1.83190, 4.07031)  -0.36
O (0.65695, 1.68047, 1.15864)  -0.49
O (1.70335, 2.73089, -5.76089)  -0.50
O (3.20380, 2.82183, 0.86711)  -0.58
O (1.53723, 0.06035, 5.83952)  -0.44
O (1.09492, 0.68724, -3.70721)  -0.36
O (-3.40357, 4.01872, -1.27523)  2.45
O (2.70180, -3.60364, 4.01672)  -0.67
O (-1.65015, -0.31787, -0.72507)  0.09
O (-0.62180, -1.52294, -3.59682)  -0.08
O (3.46986, 2.88842, 3.67290)  -0.62
C (0.24086, 1.57556, -4.40898)  0.21
C (-1.00462, -1.81940, -4.93573)  -0.39
C (0.64863, 1.83516, -5.84965)  -0.69
C (2.59615, -2.55279, -1.66394)  -0.36
C (0.28851, -2.16830, -5.70686)  -0.45
C (-2.56673, -3.32735, 0.35474)  -0.50
C (-1.12286, -3.47339, 0.86628)  0.93
C (-0.42536, 0.34415, -0.63381)  1.05
C (3.55413, -2.08225, 2.36150)  -0.23
C (4.11409, 1.94064, 1.41046)  0.20
C (2.42031, -2.39940, 3.31479)  1.48
C (-1.12129, 4.27412, -0.62081)  -0.29
C (3.75776, 1.75923, 2.93570)  -0.23
C (1.34986, 1.42504, 6.21353)  -0.63
C (-3.55492, 1.07693, -3.26324)  -0.96
C (-5.07917, 1.06807, -3.16058)  -1.14
C (3.46524, -1.31107, -1.55608)  0.06
C (-3.42158, -2.04680, 3.86707)  -0.61
C (-2.16571, -1.10473, 3.73509)  -0.32
C (0.15436, 0.40895, 0.82711)  0.56
C (-2.46351, 4.97677, -0.92361)  -2.36
C (0.21605, 2.09566, 5.46164)  -0.33
H (-2.13432, 0.27407, -1.30541)  0.17
H (-0.76301, 3.65887, -1.44616)  -0.34
H (-0.61776, -2.51011, 0.79509)  -0.60
H (-5.50863, 2.06474, -3.05900)  0.37
H (-4.23309, -3.23320, 5.09393)  0.35
H (1.10417, 1.29642, 7.26766)  0.43
H (2.23997, -3.59448, 4.85828)  0.36
H (-0.63398, -4.18291, 0.19869)  0.26
H (-2.28323, -0.66730, 2.74366)  0.09
H (-2.22560, 5.56443, -1.81025)  0.82
H (-0.65390, 1.44396, 5.38059)  0.04
H (-3.09340, -2.53032, 0.87960)  0.12
H (5.05707, 2.39212, 1.10216)  0.35
H (2.25385, 2.02808, 6.29880)  0.42
H (-3.13564, 0.09994, -3.50365)  -0.07
H (1.56198, -2.52065, 2.65397)  -0.43
H (-2.37791, -2.16026, -1.09811)  0.27
H (-3.31460, -2.87508, 3.16664)  0.30
H (0.79508, -0.43655, 1.07751)  0.15
H (3.11018, -3.43917, -2.03571)  0.49
H (-0.47137, -3.40265, -6.90969)  0.38
H (-0.65835, 0.20175, 1.52329)  -1.01
H (-5.26798, 0.63361, -2.17890)  0.24
H (-1.51604, -0.89522, -5.20489)  0.23
H (0.84058, -2.92697, -5.15212)  0.20
H (-0.12263, 2.41546, -6.35612)  0.40
H (4.06964, 0.97007, 0.91638)  -0.26
H (3.57417, -2.90129, 1.64255)  0.30
H (2.53985, 2.86585, 3.90992)  0.39
H (-3.18549, 1.71385, -4.06696)  0.44
H (-2.26964, -0.29245, 4.45446)  0.41
H (1.98680, 1.02617, -3.81336)  0.22
H (1.78103, -2.32786, -2.35175)  0.02
H (2.18151, -1.60820, 4.02548)  -0.36
H (-1.74500, -2.61748, -4.99035)  0.47
H (-0.96148, 4.10971, 1.25388)  0.14
H (0.25210, -0.30695, -1.18628)  -0.42
H (1.83931, 3.07740, -6.64579)  0.31
H (-0.40381, 5.06394, -0.39830)  0.56
H (-0.01734, -0.79261, -3.74802)  -0.21
H (-0.07816, 1.91208, 3.52430)  0.07
H (1.03413, -1.37558, -5.64555)  0.25
H (1.73570, -3.73694, -0.42312)  0.18
H (2.89391, 1.11047, 3.08045)  -0.02
H (2.48066, -0.09202, 5.93086)  0.24
H (-0.47056, 1.26226, -1.21959)  -0.08
H (0.89201, 0.90212, -6.35789)  0.25
H (-0.93627, -1.75094, 5.02544)  0.30
H (-4.23658, -1.43794, 3.47571)  0.36
H (-6.53862, 0.54375, -4.43537)  0.27
H (3.60383, -0.83862, -2.52855)  0.53
H (-0.75489, 1.15602, -4.26553)  -0.23
H (4.50935, 1.13333, 3.41680)  0.45
H (5.18230, -2.73643, 3.24007)  0.33
H (0.28103, 2.52297, -3.87147)  0.42
H (-0.07132, 3.06573, 5.86719)  0.31
H (-0.04925, 2.30478, 0.97666)  0.41
H (-4.20832, 4.48721, -1.50864)  -0.87
H (3.23122, -1.18915, 1.82650)  -0.21
H (-0.72634, -3.22236, 2.75857)  0.26
H (-3.13617, 2.34680, -1.86184)  -0.16
H (-2.91135, 5.52665, -0.09586)  0.62
H (-3.17105, -4.21680, 0.53303)  0.36
H (2.32366, 2.49699, 1.07067)  0.31
H (5.35567, -1.71528, -1.89357)  0.32
H (3.02072, -0.60974, -0.84993)  -0.31